The following is a DFT calculation (ωB97M-V/def2-TZVPD) of a cluster of 2 separate species, C25H23N2O in total.

Last column: Löwdin charge in e.
Atoms and positions in Å:
C -6.57952 -2.14577 2.18000  -0.03
C -5.34192 -1.31414 2.09165  -0.23
C -5.44099 0.00912 1.63814  -0.02
C -4.33989 0.83809 1.63970  0.00
C -3.06186 0.37723 2.09499  -0.19
C -2.03574 1.33112 2.25389  0.07
C -0.67182 1.10774 2.57463  -0.19
C -0.19058 0.04086 3.38557  0.01
C 1.16483 -0.12005 3.62937  0.03
C 2.06209 0.84890 3.16520  -0.20
O 3.42658 0.74454 3.44285  0.00
C 4.20472 -0.10731 2.64554  -0.25
C 5.13746 0.49120 1.79228  0.00
C 5.82494 -0.31402 0.88623  -0.07
C 5.64285 -1.70094 0.89747  -0.08
C 4.75892 -2.28496 1.81072  -0.07
C 4.02698 -1.49113 2.69849  -0.01
C 1.61830 1.96886 2.44471  0.03
C 0.28150 2.07018 2.12756  0.01
C -2.94586 -1.02504 2.36300  0.02
C -4.07885 -1.82443 2.42558  0.00
H -6.38545 -3.09567 2.68235  0.09
H -7.36422 -1.61287 2.73024  0.10
H -6.98271 -2.36169 1.18302  0.10
H -6.40992 0.37889 1.29176  0.13
H -4.42441 1.87136 1.29567  0.13
H -2.29827 2.35975 2.00428  0.11
H -0.89913 -0.63620 3.86046  0.11
H 1.53948 -0.97801 4.19070  0.12
H 5.27533 1.57165 1.84150  0.12
H 6.51336 0.15332 0.18287  0.11
H 6.20310 -2.32691 0.20298  0.11
H 4.63235 -3.36564 1.84335  0.11
H 3.33623 -1.91935 3.42587  0.11
H 2.34792 2.71583 2.13289  0.14
H -0.06332 2.91567 1.53334  0.13
H -1.96474 -1.46782 2.52012  0.11
H -3.99591 -2.87104 2.72577  0.13
N -2.85828 3.07358 4.06527  0.02
C -2.16468 4.13372 4.51514  -0.13
C -2.72941 5.14185 5.29857  -0.01
C -4.10113 5.04398 5.63386  -0.32
N -4.73048 6.04382 6.29945  0.13
C -4.80302 3.88354 5.23320  -0.01
C -4.13490 2.93762 4.45296  -0.13
H -1.11017 4.18538 4.22828  0.11
H -2.12813 5.98961 5.62868  0.11
H -5.70702 5.97752 6.55082  0.11
H -4.23913 6.87312 6.59809  0.11
H -5.84688 3.73003 5.50697  0.11
H -4.65804 2.03859 4.11816  0.10

Calculated values
- HOMO-LUMO gap: 0.230 Ha
- Total charge: +1
- LUMO level: -4.93 eV
- ΔE to the lowest compared entry with this formula, charge and spin: 0.7847 eV

=====

The following is a DFT calculation (ωB97M-V/def2-TZVPD) of a structure of composition C25H23N6OS2V.

Last column: Löwdin charge in e.
Atoms and positions in Å:
V 0.64582 0.14201 -0.27939  0.88
C 2.72823 -2.03076 2.78497  0.04
C 2.48169 -1.05353 1.71351  -0.15
N 1.26912 -0.93241 1.18789  -0.07
N 0.38731 -1.84190 1.70821  0.11
C -0.72206 -1.89224 1.03216  -0.34
O -0.72230 -1.03040 0.01237  -0.12
C -1.75598 -2.81173 1.28319  -0.18
C -1.59280 -3.83861 2.22563  0.04
C -2.69144 -4.69960 2.60657  -0.01
C -3.86430 -4.67260 1.87318  0.00
C -3.97698 -3.62345 0.90254  -0.04
C -2.98899 -2.70771 0.63696  -0.02
C 3.39995 -0.11998 1.10563  -0.19
C 4.73743 -0.06238 1.29203  0.06
C 5.47575 0.92647 0.64583  0.03
C 4.84404 1.85150 -0.12495  0.02
C 3.44162 1.79062 -0.30255  -0.07
N 2.79335 0.79178 0.27366  0.00
H 1.92098 -1.94766 3.52796  0.12
H 3.71332 -2.02190 3.24531  0.11
H 2.46237 -3.02313 2.43477  0.12
H -0.71606 -3.88057 2.81220  0.10
H -2.44655 -5.45082 3.28660  0.10
H -4.79107 -5.28600 1.99030  0.14
H -4.87962 -3.49444 0.36810  0.10
H -3.19877 -1.96045 -0.08656  0.11
H 5.19579 -0.68316 2.00196  0.13
H 6.55461 0.83823 0.79620  0.15
H 5.39286 2.55716 -0.70252  0.13
H 2.88151 2.49400 -0.97044  0.15
S 1.53849 -0.27678 -2.28521  0.83
C 0.17764 -0.82228 -3.22105  -0.60
N 0.02240 -2.18408 -3.39386  0.10
C -0.91142 -2.69459 -4.15768  -0.01
C -1.84612 -1.91080 -4.80689  0.03
C -1.75751 -0.53945 -4.61418  0.04
C -0.75324 0.01364 -3.78760  -0.04
H 0.66979 -2.85270 -3.01656  0.17
H -0.91235 -3.78249 -4.13078  0.17
H -2.60422 -2.47233 -5.38038  0.15
H -2.57206 0.15143 -4.94237  0.16
H -0.62505 1.05930 -3.64204  0.10
N -2.16180 6.65950 0.41104  0.14
C -1.95723 5.64430 1.22076  -0.83
S -2.70883 5.33061 2.64376  0.83
C -1.15720 4.43543 0.78997  -0.19
C -0.18631 3.72874 1.58267  0.04
C 0.39156 2.57493 1.11217  -0.12
N 0.09874 2.06092 -0.06001  -0.09
C -0.76940 2.69418 -0.84944  -0.06
C -1.36494 3.89229 -0.46805  0.03
H -2.76797 7.41925 0.70023  0.14
H -1.60490 6.81850 -0.40945  0.13
H -0.13670 4.05090 2.60134  0.11
H 1.06330 2.04496 1.73326  0.11
H -1.01534 2.28383 -1.82373  0.11
H -2.12816 4.34643 -1.08722  0.14

Calculated values
- HOMO-LUMO gap (alpha / beta): 0.168 / 0.184 Ha
- Total charge: +3
- Expectation value of S²: 0.773
- LUMO level (alpha / beta): -10.83 / -10.39 eV
- ΔE to the lowest compared entry with this formula, charge and spin: 0.0000 eV
- 2S+1: 2

=====

The following is a DFT calculation (ωB97M-V/def2-TZVPD) of a structure of composition C25H23O3PS5Sc.

Last column: Löwdin charge in e.
Atoms and positions in Å:
Sc 1.25001 0.93837 0.46123  0.82
O 0.11575 2.53955 0.01597  -0.03
C -0.79043 1.90894 0.65681  -0.57
O -0.41259 1.16636 1.61608  -0.02
C -2.12104 1.75361 0.01670  -0.14
C -3.20390 2.60745 0.11851  0.01
C -4.31654 2.36642 -0.67375  -0.04
C -4.34004 1.29183 -1.55187  -0.04
C -3.25595 0.43159 -1.64248  -0.05
C -2.13050 0.65909 -0.85924  -0.27
P -0.62673 -0.39579 -0.92526  1.10
C -1.22938 -2.05163 -0.52850  -0.39
C -2.39009 -2.23861 0.21874  -0.10
C -2.73427 -3.51362 0.64038  -0.07
C -1.92757 -4.59572 0.31905  -0.07
C -0.76738 -4.40882 -0.42103  -0.07
C -0.40603 -3.13727 -0.83365  -0.12
C -0.15741 -0.38257 -2.68501  -0.34
C -0.67641 -1.22357 -3.66209  -0.07
C -0.24624 -1.09628 -4.97498  -0.06
C 0.70292 -0.14467 -5.31757  -0.06
C 1.22960 0.69640 -4.34776  -0.06
C 0.80009 0.57213 -3.03847  -0.10
H -3.18018 3.43881 0.81044  0.13
H -5.16966 3.02861 -0.61516  0.12
H -5.21169 1.12239 -2.16983  0.12
H -3.27716 -0.41448 -2.31797  0.12
H -3.01124 -1.39244 0.48100  0.11
H -3.63115 -3.65692 1.22787  0.12
H -2.19680 -5.58715 0.65826  0.11
H -0.13687 -5.25327 -0.66599  0.11
H 0.51360 -2.98224 -1.38518  0.11
H -1.40086 -1.98533 -3.40076  0.11
H -0.65449 -1.74714 -5.73683  0.11
H 1.03994 -0.06061 -6.34183  0.11
H 1.97232 1.43902 -4.60729  0.11
H 1.19531 1.24318 -2.27779  0.08
C 2.55983 4.05976 1.88880  -0.06
C 3.18087 3.47288 0.63340  -0.21
O 3.07438 2.00879 0.59067  -0.20
H 2.50767 5.14394 1.79570  0.10
H 3.14248 3.81791 2.77622  0.08
H 1.54329 3.68479 2.01742  0.07
H 4.23589 3.73270 0.56482  0.13
H 2.66952 3.83584 -0.25533  0.12
H 3.59112 1.66648 1.33769  0.06
C 4.28873 -0.44086 3.95425  -0.33
S 2.86831 0.66983 3.67646  0.83
C 1.58330 -0.51976 3.46505  -1.01
C 1.39329 -1.28608 2.35954  -1.11
S 2.35567 -1.25438 0.89909  0.58
S 0.07896 -2.43993 2.48249  0.95
C -0.53830 -1.91610 4.02279  -1.46
S -1.89527 -2.51918 4.69315  0.60
S 0.46708 -0.72764 4.79263  0.94
H 5.16992 0.18671 4.07135  0.04
H 4.39230 -1.11003 3.10431  0.03
H 4.11399 -1.00129 4.86873  0.05

Calculated values
- HOMO-LUMO gap: 0.257 Ha
- Total charge: +1
- LUMO level: -3.28 eV
- ΔE to the lowest compared entry with this formula, charge and spin: 0.5132 eV

=====

The following is a DFT calculation (ωB97M-V/def2-TZVPD) of a structure of composition C25H24Cl2N4O2PdS.

Last column: Löwdin charge in e.
Atoms and positions in Å:
Pd 1.16849 -1.62758 -0.61659  0.88
O 4.58785 -2.63376 0.99674  0.13
C 3.54782 -2.06242 0.77673  -0.63
O 3.17988 -1.31473 -0.23449  -0.13
C 2.44709 -2.16275 1.81658  -0.14
C 2.74024 -2.57862 3.16653  0.20
C 1.72581 -2.57875 4.11225  0.04
C 0.48427 -2.12456 3.75071  0.15
C 0.19698 -1.60497 2.38747  -0.28
N 1.27314 -1.81685 1.42648  0.06
H 3.74911 -2.91300 3.39145  0.16
H 1.91985 -2.92800 5.12191  0.15
H -0.33115 -2.06400 4.46688  0.16
H -0.71487 -2.06487 1.99064  0.17
N -1.48517 0.88437 -3.04405  0.14
C -2.42625 1.69024 -2.36310  -0.22
C -3.06899 2.71592 -3.03378  0.00
C -4.00040 3.49368 -2.36965  -0.05
C -4.30234 3.24943 -1.03355  -0.06
C -3.64919 2.23766 -0.35316  -0.09
C -2.70765 1.46018 -1.01843  -0.45
S -1.87835 0.20351 -0.13725  1.01
N -0.79758 -0.42034 -1.24051  -0.33
C -0.73364 -0.06876 -2.47400  -0.36
C 0.26287 -0.77345 -3.31167  -0.20
C 0.08689 -1.00646 -4.65406  0.03
C 1.09221 -1.66889 -5.35353  0.00
C 2.25036 -2.02526 -4.69417  0.00
C 2.35271 -1.76059 -3.33808  -0.10
N 1.36041 -1.17978 -2.65806  0.00
H -1.32760 1.09407 -4.01425  0.15
H -2.84136 2.90785 -4.07994  0.13
H -4.49674 4.29894 -2.89699  0.12
H -5.04531 3.84988 -0.52321  0.12
H -3.86600 2.04032 0.69323  0.11
H -0.82512 -0.70729 -5.15570  0.13
H 0.96519 -1.89692 -6.40518  0.13
H 3.06836 -2.51267 -5.20888  0.13
H 3.24349 -1.99150 -2.77470  0.11
C -1.46767 2.93189 3.45211  -0.03
C -0.08154 2.48669 2.96943  -0.59
C 0.98130 2.82416 4.03308  -0.03
C 0.27152 3.18923 1.64079  -0.03
C -0.05930 1.02705 2.74005  0.06
C -0.01242 -0.15446 2.52568  0.02
H -1.47575 4.01780 3.56508  0.10
H -1.71215 2.48685 4.41866  0.09
H -2.24885 2.65480 2.73777  0.08
H 1.01201 3.90424 4.18877  0.10
H 1.97213 2.48356 3.72228  0.09
H 0.73440 2.34884 4.98518  0.09
H 0.51775 4.23647 1.83120  0.10
H -0.57814 3.15985 0.95465  0.08
H 1.13237 2.71416 1.16389  0.09
Cl -0.54455 -3.71030 -1.11660  0.57
C 0.74104 -4.95701 -1.22695  -0.88
Cl 2.33272 -4.18857 -1.10912  0.66
H 0.65423 -5.45025 -2.18186  0.04
H 0.62556 -5.64430 -0.40468  0.04

Calculated values
- HOMO-LUMO gap: 0.111 Ha
- Total charge: +2
- LUMO level: -9.55 eV
- ΔE to the lowest compared entry with this formula, charge and spin: 0.0000 eV

=====

| no. | electronic energy (hartree) |
| --- | --- |
| 1 | -1150.950272 |
| 2 | -3109.688630 |
| 3 | -4285.125591 |
| 4 | -2782.340134 |